1.
The following is a DFT calculation (wB97M-V/def2-TZVPD) of C23H36P2W as an isolated structure in a non-equilibrium geometry.

Geometry as XYZ:
```
62
Properties=species:S:1:pos:R:3:forces:R:3:mulliken_charge:R:1
P 0.76742 1.94904 2.33184 0.69 5.70 -1.03 0.79
P 1.88127 1.93322 -1.08176 0.37 3.30 -2.68 0.95
C 2.10707 2.95748 1.51309 -0.08 0.14 0.28 -1.24
C 1.86398 3.37066 0.05661 -0.22 -0.09 0.52 -1.26
H 3.03618 2.38352 1.59348 -0.14 0.02 0.05 0.38
H 2.21942 3.83530 2.16136 0.01 0.06 -0.22 0.68
H 0.88889 3.86130 -0.07431 0.23 -0.05 0.11 0.51
H 2.64297 4.07199 -0.29619 -0.32 -0.29 0.22 0.49
C 3.60117 2.07090 -1.80028 1.01 -1.05 0.40 -1.35
H 3.74531 1.29095 -2.56320 -0.07 0.14 0.26 0.38
H 4.38604 1.94427 -1.04670 -0.14 -0.15 -0.07 0.38
H 3.77360 3.03779 -2.30738 -0.43 -0.38 0.54 0.49
C 1.24350 2.86086 -2.62196 -0.55 -0.20 -0.16 -1.52
H 2.04912 3.44500 -3.11025 -0.39 -0.43 0.56 0.45
H 0.44300 3.57589 -2.38479 0.05 -0.40 0.02 0.42
H 0.87650 2.15959 -3.38930 0.10 0.22 0.28 0.43
C 1.54372 1.69555 3.98141 -0.50 -0.25 -0.02 -1.26
H 0.79858 1.42265 4.74110 0.43 0.26 -0.07 0.39
H 2.01360 2.67509 4.17762 0.04 -0.59 0.15 0.47
H 2.33902 0.93450 3.87675 0.11 0.19 0.45 0.51
C -0.52317 3.21317 2.50655 -0.32 0.00 0.21 -1.31
H -0.95060 3.46577 1.51881 0.24 -0.09 0.49 0.38
H -0.04223 4.11323 2.94055 -0.34 -0.46 -0.25 0.45
H -1.32644 2.86019 3.17120 0.26 0.35 -0.33 0.42
W 0.83692 -0.21951 2.25434 -2.07 -7.87 -2.00 1.36
C -1.75935 -0.44191 -3.11337 0.64 -0.29 0.71 -0.47
C -0.53392 -0.99616 -3.12286 -0.19 0.44 -1.73 -0.49
C 0.69621 -1.21765 -2.27814 0.20 -0.37 0.60 -0.88
C 0.79630 -0.72322 -0.78556 1.41 -1.66 -0.79 -1.24
C -0.03727 0.35554 -0.20276 2.26 0.06 2.76 1.55
C -1.01356 1.27201 -0.38444 -0.51 -1.03 1.11 -1.04
C -1.60398 1.50723 -1.70818 1.11 1.60 0.16 -0.29
C -2.39546 0.20806 -1.90931 -0.53 0.10 -0.85 -0.57
C -1.03838 0.06856 3.16592 -0.86 1.27 1.48 -1.86
H -2.30179 -0.22545 -4.06184 0.59 -0.74 0.70 0.37
H -0.26641 -1.28082 -4.13226 0.07 -0.26 -0.24 0.41
H 1.62129 -0.84774 -2.79294 -1.04 0.03 -0.05 0.40
H 0.87176 -2.33073 -2.26814 -0.16 0.95 0.13 0.48
H 0.71045 -1.64597 -0.18349 -0.52 0.60 -0.16 0.13
H 1.88971 -0.45679 -0.64119 -1.29 -0.43 0.00 0.37
H 2.40701 0.18665 1.72383 0.45 1.08 -0.20 -0.01
H -1.65678 1.50893 0.48256 0.61 0.14 -0.27 0.41
H -0.73891 1.56830 -2.38878 -1.02 0.01 -0.11 -0.33
H -2.17713 2.46280 -1.74142 0.23 -0.84 -0.05 0.42
H -2.45303 -0.40439 -0.98222 -0.01 0.27 -0.78 0.22
H -3.38171 0.53910 -2.19433 -0.61 -0.33 0.21 0.50
H -1.88350 -0.28607 2.55917 0.30 0.48 0.29 0.43
H -1.25836 0.98498 3.70810 -0.32 -0.07 0.00 0.58
H -0.85366 -0.70405 3.93259 -0.27 0.10 0.10 0.57
C -0.32102 -1.96311 1.93531 0.35 -1.36 -2.66 -1.50
C -0.84613 -2.92793 1.30511 1.36 2.75 2.57 1.50
C -1.43640 -4.05214 0.73725 -0.92 -1.44 -0.88 0.26
C -1.41191 -5.32035 1.38061 0.12 0.08 -0.11 -0.45
C -1.92409 -6.44606 0.74265 -0.10 0.33 -0.35 -0.63
C -2.47079 -6.30882 -0.54505 -0.05 -0.33 -0.17 -0.29
C -2.53915 -5.06671 -1.19127 0.03 0.02 0.33 -0.73
C -2.06177 -3.93666 -0.53253 0.26 -0.26 0.08 -0.13
H -0.99207 -5.41665 2.38071 0.01 0.12 -0.26 0.45
H -1.88592 -7.43352 1.22371 -0.05 0.61 -0.22 0.39
H -2.85729 -7.19954 -1.06329 0.23 0.49 0.31 0.38
H -2.96299 -4.97902 -2.20146 0.16 -0.07 0.61 0.40
H -2.14486 -2.95910 -1.00131 0.12 -0.12 0.02 0.33
```
Positions in Å, forces in eV/Å.

As for the gap between HOMO and LUMO (alpha / beta): 5.7731 / 4.5036 eV. As for the expectation value of S²: 2.13. Its LUMO energy (alpha / beta) is -7.86 / -9.16 eV. As for the relative energy (zero: lowest compared OMol25 entry of this formula, charge and spin): 377.30 kJ/mol. As for the HOMO energy (alpha / beta): -0.5009 / -0.5020 Ha. Its multiplicity is 3. The charge is +2.

2.
The following is a DFT calculation (wB97M-V/def2-TZVPD) of C23H37AlO2 as an isolated structure in a non-equilibrium geometry.

Geometry as XYZ:
```
63
Properties=species:S:1:pos:R:3:forces:R:3:mulliken_charge:R:1
O 0.88153 -0.76139 -1.65081 1.26 -3.47 -1.32 0.29
C 0.22065 -2.08519 -1.87327 -0.29 0.61 0.14 0.06
C 1.20389 -2.48286 -2.96394 -0.12 -0.08 0.39 -0.90
H -0.82860 -1.90714 -2.18687 0.49 -0.14 0.10 0.23
H 0.25478 -2.73258 -0.99801 -0.15 0.35 -0.08 -0.19
C 1.61528 -1.00994 -2.99302 0.42 0.07 0.33 1.39
H 0.79343 -2.84195 -3.90773 0.07 -0.12 0.15 0.34
H 1.92453 -3.19387 -2.54867 0.17 0.27 -0.30 0.33
C 1.01625 -0.40403 -4.25410 -0.75 0.65 -0.46 -1.95
H 0.03145 -0.83242 -4.47080 0.08 0.00 0.04 0.47
H 1.66267 -0.62478 -5.11247 -0.03 -0.18 0.32 0.46
H 0.85635 0.67988 -4.25271 0.47 -0.17 -0.01 0.44
C 3.06801 -0.63660 -2.87402 0.70 0.01 0.18 -1.70
H 3.59406 -1.28522 -2.17601 -0.07 -0.01 0.21 0.35
H 3.22208 0.39786 -2.54759 -0.29 -0.09 0.00 0.27
H 3.60388 -0.73272 -3.82760 -0.34 -0.06 0.06 0.44
Al -0.35782 0.69872 0.05308 -1.22 -0.34 3.27 -1.21
C 0.43819 3.41515 2.73517 -0.50 -0.80 -0.19 -0.69
C -0.39842 2.29913 2.79491 0.81 0.16 -0.07 -1.13
C 0.28522 1.15887 2.17218 0.81 0.60 0.21 1.01
H -1.33252 2.25589 3.35894 0.33 0.05 -0.49 0.50
C 1.63968 1.65614 1.85446 -0.62 0.52 0.92 -1.08
C 1.66801 3.03053 2.12333 0.20 -0.89 -0.13 -0.95
H 2.49756 3.70513 1.93333 -0.05 -0.18 0.04 0.39
H 0.21449 4.40854 3.12583 0.00 -0.31 -0.18 0.44
H 0.09231 0.13798 2.52130 0.14 0.29 -0.09 0.76
H 2.49987 1.01979 1.65052 -0.27 0.40 -0.34 0.46
C -1.48108 3.06756 -1.32783 0.10 -0.08 -0.19 -0.64
C -0.21907 3.17442 -0.70756 0.15 -0.08 -0.77 -0.73
C 0.56368 2.01756 -1.06560 -0.30 0.80 -1.82 0.33
H 0.17843 4.06539 -0.19745 -0.41 -0.85 0.07 0.49
C -0.29791 1.20460 -1.96844 -1.11 2.50 -1.25 1.24
C -1.55841 1.85634 -2.05638 1.55 0.49 -0.27 -1.42
H -2.31952 1.51250 -2.75590 -0.08 0.19 0.52 0.42
H -2.22940 3.85507 -1.38055 0.03 -0.29 0.49 0.51
H 1.64882 1.91641 -1.01619 -0.44 0.07 0.17 0.69
H 0.03718 0.56384 -2.76718 -0.72 0.49 1.11 -0.06
O 0.67086 -1.70014 0.86864 0.26 0.61 -0.45 0.09
C 2.11755 -1.75907 0.86722 -0.09 0.04 -0.44 0.56
C 2.50692 -2.80209 1.89746 -0.54 0.71 0.21 -0.87
H 2.50044 -0.75995 1.08249 -0.18 -0.20 0.04 -0.29
H 2.48564 -2.01512 -0.13833 -0.30 -0.11 0.14 -0.15
C 1.27414 -3.72541 1.85159 0.66 -0.61 0.17 -0.69
H 2.62227 -2.27551 2.85636 -0.01 -0.48 -0.07 0.36
H 3.44320 -3.28612 1.61134 -0.16 -0.08 0.25 0.37
C 0.07832 -2.80578 1.55081 0.39 -0.09 0.40 -0.61
H 1.16132 -4.32054 2.76853 -0.08 0.15 -0.32 0.39
H 1.48590 -4.42400 1.00858 -0.62 0.31 0.48 0.27
H -0.43657 -2.35657 2.42681 0.30 -0.69 -0.20 0.40
H -0.67130 -3.35199 0.93715 0.36 0.62 0.11 0.30
C -3.33254 2.14157 1.52480 -0.15 -0.11 0.08 -1.22
C -2.95870 0.67202 1.83051 0.24 0.34 -0.30 0.85
C -4.25311 -0.13305 2.03930 0.31 0.18 0.00 -1.62
C -2.15792 0.05925 0.67260 -0.08 -0.54 -1.15 -0.91
H -3.94113 2.17442 0.59773 0.26 -0.01 0.40 0.37
H -2.45673 2.79925 1.38255 -0.41 -0.40 0.09 0.13
H -3.95262 2.54253 2.34952 0.26 -0.04 -0.35 0.42
H -2.33955 0.62421 2.73773 -0.31 0.02 -0.11 0.21
H -4.88637 0.02082 1.15075 0.03 -0.18 0.32 0.34
H -4.01347 -1.20687 2.12224 -0.28 0.36 0.12 0.36
H -4.78919 0.23008 2.93392 0.09 -0.31 -0.33 0.41
H -2.03607 -1.02980 0.84616 -0.08 0.26 0.05 0.29
H -2.81082 0.12124 -0.21883 0.09 -0.13 0.13 0.59
```
Positions in Å, forces in eV/Å.

As for the gap between HOMO and LUMO: 7.2364 eV. Its LUMO energy is 0.36 eV. As for the HOMO energy: -0.2525 Ha. Its multiplicity is 1.

Calculated calculated total energy (Ha), listed in the same order as above: -1646.76140; -1291.33123